Entry from the Open Molecules 2025 dataset: C24H49Br16IO5P as an isolated structure (ωB97M-V/def2-TZVPD).

Its total energy is -1173981.664 eV. For the LUMO energy, the calculation gives -0.1126 Eh. The frontier orbital gap is 8.566 eV. For the HOMO energy, the calculation gives -11.63 eV. As for the charge: +1.

The geometry in XYZ format:
```
96
C24H49Br16IO5P, DFT ωB97M-V/def2-TZVPD
O -0.60198 0.36913 5.24296
C 0.11784 -0.57071 5.10043
O 0.21711 -1.27070 3.94723
C -0.97044 -2.00436 3.58373
C -2.12263 -1.11442 3.13431
P -1.83454 -0.04475 1.70054
I -2.47657 -1.01583 -0.37238
C -0.13088 0.52204 1.53711
C 0.73386 -0.62288 0.94031
C 2.14538 -0.74245 1.52983
C 2.75619 0.55480 2.02509
O 4.10906 0.26613 2.38243
C -2.88220 1.42877 1.97959
O -4.03083 1.01479 2.71630
O -4.32515 2.04265 3.66942
H 0.78265 -0.89775 5.90687
H -1.31493 -2.54568 4.46543
H -0.67408 -2.72976 2.82824
H -2.96485 -1.75422 2.86211
H -2.46677 -0.48704 3.95069
H -0.03525 1.42410 0.92519
H 0.17581 0.79380 2.54535
H 0.23845 -1.57373 1.14264
H 0.77011 -0.52188 -0.14185
H 2.79492 -1.09957 0.73166
H 2.17753 -1.45624 2.34660
H 2.24081 0.88230 2.92916
H 2.75155 1.33415 1.26025
H 4.25995 0.67028 3.24035
H -3.13355 1.87323 1.01622
H -2.30573 2.10198 2.61443
H -3.73219 1.87811 4.42033
Br -2.97766 4.16574 0.18704
C -2.54658 4.33238 -1.69985
C -2.28094 2.98223 -2.30892
Br -0.52888 2.29849 -1.79432
H -1.70037 5.00760 -1.77026
H -3.41481 4.79435 -2.16351
H -2.25566 3.05012 -3.39470
H -3.00838 2.23241 -2.01033
Br -0.37584 3.43549 -5.65846
C 1.14703 4.51253 -5.09052
C 2.45473 3.80064 -5.31018
Br 2.74587 2.42508 -3.97084
H 0.97864 4.76399 -4.04844
H 1.09832 5.41486 -5.69526
H 3.28489 4.49430 -5.19971
H 2.51780 3.31300 -6.27748
Br 3.17766 6.65574 1.00497
C 3.24692 4.80269 0.43054
C 1.87675 4.27249 0.10912
Br 0.85791 3.88301 1.72714
H 3.73872 4.24430 1.22039
H 3.86973 4.79666 -0.46107
H 1.95055 3.32489 -0.42089
H 1.27935 4.96431 -0.47488
Br -2.91003 -2.02964 -4.40746
C -1.43976 -0.78517 -4.11451
C -0.10542 -1.38702 -4.44321
Br 0.47739 -2.63068 -3.07047
H -1.50559 -0.47215 -3.08405
H -1.64181 0.06273 -4.76675
H 0.65933 -0.61475 -4.48049
H -0.10536 -1.93722 -5.37770
Br 3.05298 -2.69176 -5.89622
C 2.74398 -1.99688 -7.69649
C 3.08100 -0.52835 -7.77284
Br 1.69471 0.57811 -6.97168
H 1.71389 -2.21440 -7.95657
H 3.40719 -2.57102 -8.33886
H 3.14414 -0.19475 -8.80568
H 4.00895 -0.29649 -7.26094
Br 5.30755 -0.45280 5.97334
C 5.29922 -2.25232 5.23479
C 3.91504 -2.68133 4.82658
Br 2.80851 -3.16257 6.35635
H 5.74630 -2.89771 5.98313
H 5.94489 -2.20889 4.36099
H 3.96180 -3.57865 4.21373
H 3.38296 -1.90310 4.28925
Br 2.46614 -4.59326 0.93266
C 1.23314 -5.80536 1.82279
C -0.05207 -5.95391 1.05428
Br -1.18120 -4.37885 1.26993
H 1.08022 -5.41519 2.82361
H 1.75053 -6.75984 1.88074
H -0.63513 -6.78631 1.44052
H 0.09928 -6.08313 -0.01185
Br -9.31076 -0.16889 0.31344
C -8.14627 -1.57629 0.97517
C -7.58800 -1.24107 2.33325
Br -6.15103 0.08599 2.24316
H -7.37126 -1.71879 0.22885
H -8.76963 -2.46619 1.02254
H -7.12843 -2.11936 2.78105
H -8.34190 -0.84435 3.00549
```

=====

Entry from the Open Molecules 2025 dataset: a 2-piece molecular cluster, C2H8N2O overall (ωB97M-V/def2-TZVPD).

Its total energy is -7229.311 eV. For the LUMO energy (spin up / spin down), the calculation gives 0.1415 / 0.1396 Eh. The frontier orbital gap (spin up / spin down) is 3.353 / 6.319 eV. For the HOMO energy (spin up / spin down), the calculation gives 0.50 / -2.52 eV. As for the expectation value of S²: 0.75. As for the charge: -1. Its energy above the lowest of the compared OMol25 structures with the same formula, charge and spin is 145.0 kJ/mol. Its spin multiplicity is 2.

The geometry in XYZ format:
```
13
C2H8N2O, DFT ωB97M-V/def2-TZVPD
O 0.74806 -0.15703 -3.21229
C 1.13842 0.31108 -2.06566
H 0.48182 0.94852 -1.45843
H 2.21898 0.37830 -1.87972
N 0.04085 -1.04493 2.00670
C -0.82509 -0.35006 1.09045
N -1.01475 1.09390 1.40709
H 0.99815 -0.76681 1.83976
H -0.23166 -0.99303 2.98359
H -0.33332 -0.37903 0.12058
H -1.80899 -0.81560 1.03603
H -1.98443 1.29943 1.61530
H -0.45226 1.33140 2.21501
```

=====

Entry from the Open Molecules 2025 dataset: one molecule with the formula C4H6N2O (ωB97M-V/def2-TZVPD).

Its total energy is -9272.600 eV. Its structure (SMILES) is Nc1ccc(O)[nH]1. For the LUMO energy, the calculation gives 0.0329 Eh. The frontier orbital gap is 7.995 eV. For the HOMO energy, the calculation gives -7.10 eV. Its energy above the lowest of the compared OMol25 structures with the same formula, charge and spin is 87.0 kJ/mol.

The geometry in XYZ format:
```
13
C4H6N2O, DFT ωB97M-V/def2-TZVPD
N -2.27795 -0.25271 0.19926
C -0.92208 0.03976 -0.01799
C -0.24420 1.20169 -0.25424
C 1.16060 0.90450 -0.16571
C 1.26308 -0.43075 0.09370
O 2.31423 -1.27602 0.26731
N 0.00568 -0.96400 0.16819
H -2.66081 -0.93103 -0.44176
H -2.84530 0.58195 0.16773
H -0.68312 2.16604 -0.47226
H 1.97877 1.60744 -0.24514
H 3.12109 -0.74878 0.22965
H -0.20998 -1.89810 0.47126
```